This record from the OMol25 dataset describes one molecule with the formula C6H10O. The level of theory is wB97M-V/def2-TZVPD.

Atoms and positions in Å:
H  0.1677  1.2595  -1.8113
H  -2.5828  -0.2626  1.1804
H  1.3019  -1.1194  1.3237
H  -2.6375  -1.0589  -0.4055
O  2.5004  0.3875  0.6774
C  -1.9688  -0.6330  0.3498
H  0.3519  -1.6314  -0.9483
H  0.3666  1.6705  1.2274
C  -1.1177  0.5229  -0.1136
C  1.2554  -0.3014  0.5904
H  1.8098  -0.7719  -1.5229
C  0.9371  -0.7075  -0.8659
H  2.3465  1.2747  0.3197
H  -1.3147  -1.4072  0.7556
C  0.1930  0.8037  0.5768
H  -1.7081  1.4132  -0.3572
C  0.0992  0.5614  -0.9764

Results
Energy relative to the best compared isomer or geometry (same formula, charge and spin)   40.6 kcal per mole
Kohn-Sham gap   10.5 eV
HOMO level   -9.43 eV